Entry 1:
C16H28MnNO14 as an isolated structure, computed with ωB97M-V with the def2-TZVPD basis set.

Last column: Löwdin spin population.
Element x y z (Å)
Mn1 1.04045 1.62727 -1.41921  4.688
C1 1.13703 5.66528 0.68458  0.002
C2 0.68559 4.17625 0.62969  0.011
O1 1.02408 3.49507 -0.55145  0.074
H1 1.17804 6.18649 1.64101  0.001
H2 0.41109 6.20923 0.08024  0.000
H3 2.10485 5.79411 0.20000  0.000
H4 -0.39183 4.11170 0.78169  0.001
H5 1.05053 3.52865 1.42690  0.001
C3 3.00665 0.26475 -4.20369  0.001
C4 3.77039 1.04010 -3.12871  0.008
O2 3.06844 1.34722 -1.96178  0.062
H6 3.71133 0.18490 -5.03142  0.000
H7 2.09014 0.79735 -4.45757  0.000
H8 2.81413 -0.79057 -4.01046  0.000
H9 4.42004 1.84035 -3.48318  0.001
H10 4.57299 0.31907 -2.97364  0.002
N1 -0.13718 2.80261 -4.06261  0.005
O3 -0.66529 2.65280 -5.14716  0.006
O4 -0.08929 1.88457 -3.21055  0.039
O5 0.40779 3.83958 -3.80434  0.003
C5 -0.01591 -4.12128 0.43882  0.000
C6 0.14321 -3.90901 -1.09102  0.000
C7 -1.11003 -3.65001 -1.93684  0.000
O6 -0.86250 -2.38444 -2.52482  0.001
C8 0.25393 -1.85556 -1.98772  0.005
O7 0.63867 -0.68546 -2.12376  0.021
O8 0.90842 -2.74948 -1.24445  0.001
H11 -0.46533 -3.33846 1.04982  0.000
H12 0.95200 -4.27478 0.91597  0.000
H13 -0.49492 -5.07877 0.64342  0.000
H14 0.67827 -4.79539 -1.43181  0.000
H15 -1.94392 -3.60113 -1.23660  0.000
H16 -1.23622 -4.44769 -2.66888  0.000
C9 -3.62458 -0.66565 2.43374  0.000
C10 -3.67709 -0.53506 0.90190  0.000
C11 -4.35287 0.76064 0.45276  0.000
O9 -3.37143 1.41762 -0.32207  0.001
C12 -2.22252 0.86672 -0.23586  0.004
O10 -1.17671 1.21135 -0.75724  0.023
O11 -2.37775 -0.25203 0.50028  0.000
H17 -4.41882 -1.33927 2.75547  0.000
H18 -3.73932 0.30850 2.90910  0.000
H19 -2.66179 -1.04758 2.77327  0.000
H20 -3.95563 -1.46310 0.40265  0.000
H21 -4.60705 1.35919 1.32754  0.000
H22 -5.24197 0.49454 -0.11889  0.000
C13 -0.09616 -1.45775 4.38410  0.000
C14 1.00602 -0.75455 3.68709  0.000
C15 1.99222 -1.60681 2.91972  0.000
O12 2.03122 -1.06040 1.62264  0.001
C16 1.21911 0.04033 1.63745  0.006
O13 1.06930 0.77982 0.68905  0.028
O14 0.57273 0.18513 2.77883  0.001
H23 0.20884 -2.09018 5.21783  0.000
H24 -0.74564 -2.04590 3.73575  0.000
H25 -0.71237 -0.65758 4.79410  0.000
H26 1.63794 -0.30151 4.45098  0.000
H27 1.66566 -2.63627 2.77254  0.000
H28 2.92313 -1.59564 3.48663  0.000

Cartesian forces (eV/Å) of the 2 atoms listed first:
1.5 1.6 -0.6
-0.3 -0.5 -0.8

## Properties
total charge: -1
E_LUMO (alpha / beta): 1.65 / 1.65 eV
E_HOMO (alpha / beta): -3.1 / -3.3 eV
multiplicity: 6
orbital gap (alpha / beta): 4.8 / 4.9 eV
ΔE to the lowest compared entry with this formula, charge and spin: 1.2688 eV

Entry 2:
C31H30MoN2P2S2 as an isolated structure, computed with ωB97M-V with the def2-TZVPD basis set.

Last column: Löwdin charge in e.
Element x y z (Å)
Mo1 0.79855 0.93252 0.77055  0.988
S1 0.99223 2.15086 -1.12897  0.505
P1 -0.00243 0.35369 -1.80417  0.705
C1 0.34191 -0.51465 -0.21119  -0.615
P2 1.78206 -1.52793 0.24305  0.768
S2 2.56355 0.02189 1.68313  0.538
C2 1.28939 -2.94463 1.12205  -0.391
C3 2.30799 -3.70671 1.72574  -0.053
C4 1.96257 -4.87400 2.37543  -0.004
C5 0.62841 -5.27743 2.41600  0.024
C6 -0.37519 -4.51907 1.81521  -0.014
C7 -0.05625 -3.33952 1.17146  -0.057
C8 3.06845 -1.70949 -0.93254  -0.386
C9 4.02420 -0.71061 -1.17486  -0.099
C10 5.06686 -0.97984 -2.03748  -0.018
C11 5.14645 -2.22236 -2.66629  0.015
C12 4.18646 -3.20346 -2.43992  -0.009
C13 3.14262 -2.96373 -1.56356  -0.047
C14 0.87177 -0.29636 -3.18176  -0.388
C15 0.29507 -1.44919 -3.74575  -0.059
C16 0.83213 -1.95303 -4.91437  -0.014
C17 1.91592 -1.31322 -5.51342  0.013
C18 2.48047 -0.17406 -4.94646  -0.016
C19 1.96769 0.34211 -3.76964  -0.079
C20 -1.72666 0.50700 -2.01034  -0.383
C21 -2.16648 1.01122 -3.24684  -0.042
C22 -3.52424 1.14292 -3.46750  -0.003
C23 -4.42845 0.76217 -2.47901  0.016
C24 -3.98823 0.25689 -1.25719  -0.026
C25 -2.63463 0.13430 -1.00839  -0.079
H1 3.34712 -3.39939 1.67937  0.130
H2 2.72748 -5.47386 2.84990  0.139
H3 0.36776 -6.19790 2.92288  0.141
H4 -1.40224 -4.85574 1.85024  0.134
H5 -0.83327 -2.74818 0.70183  0.102
H6 3.98148 0.24977 -0.67510  0.081
H7 5.83146 -0.23391 -2.20927  0.136
H8 5.97709 -2.43163 -3.32877  0.140
H9 4.26762 -4.16792 -2.92342  0.137
H10 2.41878 -3.74222 -1.35724  0.126
H11 -0.57580 -1.92122 -3.30428  0.127
H12 0.39320 -2.82822 -5.37456  0.136
H13 2.31392 -1.69892 -6.44362  0.139
H14 3.30604 0.32504 -5.43618  0.136
H15 2.39646 1.24140 -3.34596  0.091
H16 -1.46346 1.28459 -4.02537  0.129
H17 -3.88124 1.53076 -4.41200  0.139
H18 -5.49074 0.85269 -2.66705  0.140
H19 -4.70738 -0.05278 -0.51117  0.129
H20 -2.29437 -0.27640 -0.06468  0.089
N1 -0.45851 1.75453 2.01453  -0.015
C26 -1.07471 2.36076 2.84317  -0.137
N2 -1.68531 2.99533 3.71971  0.031
C27 -3.16474 2.76168 4.01464  -0.057
C28 -3.91458 4.07242 3.84600  -0.138
C29 -3.18590 5.26809 4.49840  -0.150
C30 -2.02295 4.81784 5.37822  -0.161
C31 -0.97644 4.07953 4.57141  -0.039
H21 -3.17195 2.39133 5.03877  0.147
H22 -3.50930 1.97421 3.34792  0.133
H23 -4.89211 3.91311 4.30459  0.138
H24 -4.09417 4.25603 2.78685  0.121
H25 -3.88497 5.84978 5.09429  0.132
H26 -2.80950 5.93962 3.72460  0.124
H27 -2.35727 4.21253 6.22192  0.132
H28 -1.51434 5.68239 5.80921  0.145
H29 -0.24848 3.54728 5.18169  0.143
H30 -0.47684 4.73128 3.85554  0.141

Cartesian forces (eV/Å) of the 2 atoms listed first:
0.3 0.3 0.3
0.0 0.0 -0.1

## Properties
total charge: +4
E_LUMO: -14.58 eV
E_HOMO: -19.9 eV
multiplicity: 1
orbital gap: 5.3 eV

Entry 3:
C17H28ClIN3P2Pt as an isolated structure, computed with ωB97M-V with the def2-TZVPD basis set.

Last column: Löwdin spin population.
Element x y z (Å)
C1 -0.41575 -1.78036 0.09837  0.568
I1 0.73037 1.77686 2.53433  1.230
H1 -1.37391 -1.97393 -0.38072  0.018
H2 -0.01590 -2.66822 0.63562  0.032
H3 0.05473 -1.47780 -0.83648  0.025
Pt1 -3.50064 0.40935 -0.30409  0.139
P1 -2.00255 -0.65830 1.53809  0.051
C2 -0.52353 -0.85873 2.63648  0.298
C3 -3.07138 0.16119 2.82252  0.044
H4 -2.95861 -0.38888 3.76508  0.002
H5 -2.32487 -2.65799 3.03353  0.000
H6 -4.13469 0.13465 2.54297  0.002
H7 -3.57838 -2.61789 1.68461  0.007
H8 0.03043 0.15114 2.50849  0.086
H9 -2.74650 1.19304 2.99076  0.000
C4 -2.51248 -2.44741 1.94928  0.030
H10 -0.70285 -0.95951 3.69962  0.009
H11 -1.88453 -3.14646 1.34715  0.000
H12 0.30121 -1.43889 2.25160  0.011
P2 -2.85997 0.79561 -2.45861  0.051
C5 -1.31658 1.26272 -3.31289  0.023
C6 -3.61511 -0.58291 -3.45359  -0.008
H13 -4.77893 2.02883 -1.92488  -0.005
H14 -4.09928 2.80354 -3.40010  -0.002
H15 -3.29897 2.97832 -1.84053  0.003
C7 -3.86036 2.29192 -2.47637  -0.004
H16 -4.57333 -0.87427 -2.95165  -0.001
H17 -3.83127 -0.40922 -4.53721  -0.002
H18 -1.27564 1.42072 -4.40436  0.004
H19 -0.58593 0.47484 -3.03974  0.001
H20 -2.93727 -1.48495 -3.41506  0.001
H21 -1.05104 2.23654 -2.88051  0.000
Cl1 -5.61768 -0.33400 0.03399  0.153
N1 8.38210 -1.51904 1.60369  0.232
C8 7.32280 -1.15151 1.24947  0.027
C9 6.01485 -0.67449 0.85807  0.188
C10 4.95234 -1.60266 0.83381  0.033
C11 3.69404 -1.07972 0.49424  0.070
C12 3.60196 0.34180 0.24115  0.168
C13 4.68937 1.21811 0.25672  0.051
C14 5.92062 0.68839 0.57785  0.047
N2 2.42677 0.89439 -0.12818  0.090
C15 1.98547 2.19537 -0.45129  0.024
C16 0.63193 2.10731 -0.61815  0.104
N3 0.23114 0.80267 -0.32936  0.134
C17 1.30018 0.14429 0.01655  0.065
H22 5.10661 -2.69456 1.03005  -0.001
H23 2.88493 -1.80384 0.38760  0.001
H24 4.52380 2.23871 -0.01289  0.000
H25 6.74573 1.41047 0.54936  -0.001
H26 2.60085 3.13418 -0.54409  -0.001
H27 -0.14252 2.80645 -0.95020  0.001
H28 1.45825 -0.81583 0.47992  0.004

Cartesian forces (eV/Å) of the 2 atoms listed first:
-1.4 -2.0 -2.8
0.9 2.7 0.5

## Properties
total charge: +3
E_LUMO (alpha / beta): -10.64 / -13.67 eV
E_HOMO (alpha / beta): -17.3 / -17.0 eV
multiplicity: 5
orbital gap (alpha / beta): 6.7 / 3.3 eV
ΔE to the lowest compared entry with this formula, charge and spin: 5.3930 eV

Entry 4:
A 8-piece molecular cluster, C22H62Br4O24P6 overall, computed with ωB97M-V with the def2-TZVPD basis set.

Last column: Löwdin charge in e.
Element x y z (Å)
Br1 -14.91000 13.56979 -14.98620  0.774
C1 -12.99703 13.85949 -15.28062  -0.678
C2 -12.10899 12.63919 -15.33150  -0.643
Br2 -10.29418 13.20219 -15.84192  0.615
H1 -12.71065 14.57036 -14.51188  0.039
H2 -12.99858 14.40330 -16.22304  0.045
H3 -12.38607 11.94757 -16.11588  0.052
H4 -12.03023 12.29484 -14.30435  0.046
Br3 -20.08456 16.07133 -14.09281  0.679
C3 -18.54434 14.91048 -14.33968  -0.680
C4 -18.35901 14.48444 -15.79624  -0.685
Br4 -17.66207 15.98240 -16.77947  0.743
H5 -18.76262 13.99558 -13.78594  0.046
H6 -17.67369 15.36106 -13.87562  0.038
H7 -19.22856 14.11551 -16.32963  0.029
H8 -17.59138 13.72064 -15.89340  -0.019
C5 -19.61504 12.57205 -10.88678  -0.101
O1 -20.96800 12.25211 -10.60233  -0.190
P1 -21.42986 11.78563 -9.15013  0.389
O2 -22.60194 10.88940 -9.19581  -0.233
O3 -20.16192 11.18255 -8.41369  -0.252
C6 -19.93371 9.78476 -8.18178  -0.061
O4 -21.68608 13.18076 -8.37327  -0.191
C7 -21.79846 13.07573 -6.97462  -0.141
H9 -19.22997 11.86509 -11.62640  0.066
H10 -18.89122 12.57491 -10.07239  0.092
H11 -19.55419 13.54044 -11.38746  0.079
H12 -20.02940 9.63366 -7.10852  0.094
H13 -18.92114 9.57801 -8.53719  0.088
H14 -20.60728 9.22689 -8.83601  0.087
H15 -22.65814 12.52569 -6.57401  0.093
H16 -21.88660 14.07847 -6.55767  0.089
H17 -20.98802 12.58955 -6.42069  0.084
C8 -19.80774 11.51773 -17.47749  -0.110
O5 -19.99935 11.41107 -16.06342  -0.205
P2 -19.15255 10.29880 -15.29544  0.381
O6 -19.17739 8.95883 -15.91155  -0.223
O7 -19.77970 10.40822 -13.84972  -0.211
C9 -19.43210 9.39902 -12.89399  -0.080
O8 -17.68496 10.91125 -15.06869  -0.208
C10 -16.77821 11.04604 -16.13483  -0.187
H18 -18.87551 11.16221 -17.91954  0.086
H19 -20.01353 12.55442 -17.73208  0.082
H20 -20.53490 10.86213 -17.96701  0.094
H21 -19.67379 9.84742 -11.92769  0.069
H22 -18.40741 9.03774 -12.93012  0.098
H23 -20.16543 8.59665 -13.00588  0.099
H24 -16.94649 11.91914 -16.76683  0.064
H25 -16.71604 10.19462 -16.82441  0.097
H26 -15.76425 11.07587 -15.74765  0.032
C11 -14.31032 17.02125 -23.27272  -0.093
O9 -15.62624 17.56927 -23.34863  -0.217
P3 -16.68669 17.53176 -22.13834  0.408
O10 -18.07658 17.62510 -22.59984  -0.218
O11 -16.14807 18.74817 -21.20595  -0.252
C12 -16.44816 20.10110 -21.57915  -0.088
O12 -16.17116 16.30154 -21.25953  -0.224
C13 -17.02575 15.96615 -20.14728  -0.135
H27 -13.59959 17.83868 -23.35528  0.090
H28 -14.17602 16.32968 -24.10948  0.088
H29 -14.20925 16.35498 -22.41733  0.078
H30 -16.76358 20.64234 -20.68859  0.074
H31 -17.22187 20.16063 -22.34140  0.087
H32 -15.51948 20.54838 -21.93162  0.090
H33 -17.66233 16.74975 -19.73152  0.062
H34 -16.36004 15.68498 -19.33594  0.044
H35 -17.70214 15.14952 -20.39341  0.092
C14 -23.21380 12.42605 -18.07892  -0.094
O13 -23.97105 13.41244 -17.40557  -0.209
P4 -23.31918 14.25741 -16.21422  0.411
O14 -21.89158 14.61012 -16.36306  -0.265
O15 -24.34450 15.48493 -16.10268  -0.205
C15 -25.74274 15.23770 -16.27429  -0.105
O16 -23.63956 13.37726 -14.90146  -0.228
C16 -23.07691 13.87703 -13.65777  -0.084
H36 -23.65577 11.44089 -17.90143  0.097
H37 -22.20394 12.34471 -17.67501  0.043
H38 -23.18078 12.56420 -19.15815  0.097
H39 -26.24180 14.41133 -15.77022  0.094
H40 -25.89344 15.15819 -17.35146  0.085
H41 -26.29014 16.13221 -15.97716  0.088
H42 -23.83158 13.64265 -12.91320  0.093
H43 -22.89625 14.94905 -13.70802  0.051
H44 -22.13482 13.36328 -13.48369  0.079
C17 -11.87534 14.62362 -11.56105  -0.087
O17 -12.80752 13.59239 -11.93619  -0.251
P5 -14.01888 13.34141 -10.90862  0.410
O18 -13.70404 13.65806 -9.48390  -0.243
O19 -15.20321 14.15669 -11.60255  -0.239
C18 -15.96212 15.12132 -10.87575  -0.091
O20 -14.39651 11.81187 -11.16089  -0.214
C19 -13.64091 10.74485 -10.62420  -0.105
H45 -12.37387 15.58965 -11.46343  0.093
H46 -11.08122 14.65361 -12.30060  0.086
H47 -11.46849 14.40967 -10.57262  0.085
H48 -16.99418 15.07191 -11.23368  0.074
H49 -15.72377 16.14440 -11.17362  0.091
H50 -15.94241 15.00547 -9.79702  0.087
H51 -13.08678 11.06553 -9.73644  0.086
H52 -12.85042 10.39751 -11.29235  0.089
H53 -14.27950 9.91751 -10.33044  0.089
C20 -17.16793 19.71614 -14.39096  -0.080
O21 -17.24469 20.66927 -15.45821  -0.242
P6 -15.92329 21.32081 -16.12533  0.395
O22 -14.91039 21.80845 -15.18605  -0.222
O23 -15.41797 20.11958 -17.07007  -0.215
C21 -16.29748 19.25286 -17.77453  -0.111
O24 -16.56386 22.40306 -17.09341  -0.190
C22 -15.76102 22.96320 -18.10914  -0.118
H54 -16.20246 19.21354 -14.48736  0.087
H55 -17.97930 18.99815 -14.45967  0.075
H56 -17.16417 20.24343 -13.43869  0.090
H57 -17.35745 19.47297 -17.68590  0.100
H58 -16.08534 18.21924 -17.48903  0.037
H59 -16.00328 19.19194 -18.82353  0.067
H60 -14.84661 23.47107 -17.79365  0.093
H61 -16.22556 23.70083 -18.76263  0.090
H62 -15.41167 22.18320 -18.79133  0.076

Cartesian forces (eV/Å) of the 2 atoms listed first:
0.4 -0.3 0.2
-0.1 1.1 -0.8

## Properties
E_LUMO: 0.12 eV
E_HOMO: -10.0 eV
multiplicity: 1
structure (SMILES): COP(=O)(OC)OC.COP(=O)(OC)OC.COP(=O)(OC)OC.COP(=O)(OC)OC.COP(=O)(OC)OC.COP(=O)(OC)OC.BrCCBr.BrCCBr
orbital gap: 10.1 eV
ΔE to the lowest compared entry with this formula, charge and spin: 1.8987 eV

no.,maximum force (Eh/bohr)
1,0.096
2,0.013
3,0.072
4,0.044